1.
Here is a molecular structure, C4H4HgO at a distorted geometry from the Open Molecules 2025 dataset. Energies are from ωB97M-V with the def2-TZVPD basis set.

Geometry as XYZ:
```
10
Properties=species:S:1:pos:R:3:forces:R:3:mulliken_charge:R:1
C -0.91195 -0.01644 0.34305 0.9898 -0.6761 0.5690 0.397
C -2.17742 -0.24615 0.11684 -0.3285 -0.0272 0.9667 -0.715
C 0.32981 0.34177 0.53661 -1.1960 -1.6719 -3.6267 0.095
C 1.43364 0.84289 -0.23710 -2.6380 2.7937 -0.0502 -0.356
O 1.78234 -0.41840 0.10554 -0.3066 -0.4271 3.1047 -0.369
Hg 2.72235 -2.46756 -0.50007 -0.0398 0.1100 -0.0217 0.848
H -2.49906 -1.13701 -0.42973 0.1610 0.5442 -0.3392 0.248
H -2.95090 0.33835 0.62255 0.1623 -0.2342 -0.0827 0.263
H 1.33272 1.08459 -1.30287 0.1293 0.5183 0.5959 0.273
H 0.93845 1.67795 0.74517 3.0664 -0.9298 -1.1157 0.316
```
Forces are in eV/Å.

Calculated values
* total energy: -382.856255 Eh
* gap between HOMO and LUMO (alpha / beta): 7.47 / 4.47 eV
* largest force on an atom: 0.081 Eh/bohr
* LUMO (alpha / beta): -5.52 / -8.35 eV
* HOMO energy (alpha / beta): -12.99 / -12.82 eV
* ΔE to the lowest compared entry with this formula, charge and spin: 142.02 kcal/mol
* total charge: +1
* ⟨S²⟩: 0.793
* 2S+1: 2

=====

2.
Here is 3 unconnected molecules or ions with the total composition C11H33BNO13P2S2 from the Open Molecules 2025 dataset. Energies are from ωB97M-V with the def2-TZVPD basis set.

Geometry as XYZ:
```
63
Properties=species:S:1:pos:R:3:forces:R:3:mulliken_charge:R:1
C -4.82618 1.80132 -0.52216 -0.0317 -0.0115 0.2376 -1.123
C -3.42345 1.77028 -1.11963 0.0380 0.2049 -0.1591 -0.317
O -2.59325 0.78131 -0.56509 -0.0799 -0.1996 -0.0980 -0.204
C -2.33850 0.91218 0.82238 -0.0935 0.0095 0.2629 -1.028
P -0.57987 0.22462 1.16841 0.4611 0.2778 -0.4967 0.107
C -1.14767 -1.56177 0.51625 -0.4189 -0.4620 -0.3322 -1.075
C -0.41460 -2.64593 1.19307 0.2438 0.0192 0.0687 0.443
O 0.78149 -2.81355 1.16433 -0.1094 0.0130 -0.0930 -0.625
O -1.21168 -3.51489 1.92355 -0.1503 0.2942 0.3744 -0.538
B 0.11131 0.89980 -0.56617 -0.2959 0.0046 -0.1143 0.845
O 0.86675 0.10422 -1.43028 -0.0684 -0.1597 0.2791 -0.520
O -0.06049 2.23285 -0.93621 0.9568 0.0984 0.0768 -0.475
P -1.26835 -0.31947 3.40337 0.2562 -0.5917 -0.0767 0.684
N -0.18835 -1.09292 4.22914 0.2179 0.3361 -0.0846 -0.849
O -1.76137 1.09118 4.11683 0.1759 0.1709 0.2288 -0.518
O -2.69664 -1.13593 3.49732 -0.4793 0.2303 0.2052 -0.508
H -5.16165 0.78320 -0.29869 -0.0024 0.0934 -0.1496 0.262
H -5.52855 2.26251 -1.22130 0.0237 -0.0154 0.0463 0.404
H -4.85808 2.36924 0.41358 0.0213 -0.0928 -0.1037 0.280
H -2.94038 2.75578 -1.02015 -0.0571 -0.0861 0.0131 0.229
H -3.48160 1.54983 -2.19117 0.0475 -0.0553 0.1271 0.366
H -2.35984 1.96256 1.14511 0.0535 -0.0059 -0.1399 0.558
H -3.09819 0.36102 1.39621 0.0371 0.0540 -0.0821 0.298
H -0.17877 1.52983 1.80817 -0.0625 -0.0397 0.0824 -0.171
H 0.69116 -0.34858 1.53161 -0.0659 0.0247 0.1604 -0.003
H -0.94167 -1.63357 -0.55746 0.1612 0.3224 0.1165 0.461
H -2.22322 -1.68154 0.66207 0.1145 -0.0003 0.0320 0.411
H -0.95173 -3.41660 2.85633 0.1495 -0.1632 -0.1264 0.344
H 1.79655 0.35587 -1.40340 -0.1492 0.0924 -0.3179 0.240
H 0.18388 2.82267 -0.21084 -0.5421 0.0161 0.0494 0.268
H 0.03920 -0.69495 5.13328 -0.1269 -0.3393 0.1396 0.203
H -0.94861 1.54517 4.38296 -0.2661 0.1165 -0.1078 0.309
H -3.45152 -0.54880 3.35502 0.0828 -0.0996 -0.0510 0.294
O 2.11240 7.43345 -1.08574 -0.0785 0.0520 -0.0284 -0.668
S 2.67172 6.14840 -0.79069 0.1239 -0.0581 0.0357 1.176
O 1.86247 5.15348 -0.16486 -0.1557 -0.0322 0.0444 -0.500
O 3.99709 6.36169 0.05914 0.0466 -0.0539 -0.0108 -0.297
C 3.89100 7.18315 1.24798 0.0143 0.1572 0.1564 -0.369
C 3.23992 6.45893 2.40683 -0.0313 -0.0771 -0.0795 -0.965
C 3.42055 5.46407 -2.22379 0.0151 0.0132 -0.0484 -0.958
H 3.36019 8.10057 0.99077 -0.0289 -0.0278 -0.0419 0.337
H 4.92284 7.44224 1.47576 0.0223 -0.0371 -0.0285 0.263
H 2.19082 6.24784 2.20981 -0.0041 0.0133 -0.0089 0.290
H 3.30704 7.08012 3.30068 0.0231 0.0132 0.0044 0.379
H 3.74292 5.51162 2.59765 0.0209 0.0084 0.0252 0.269
H 4.05945 6.21407 -2.68057 0.0027 0.0037 -0.0043 0.331
H 2.60602 5.18653 -2.88919 -0.0136 -0.0078 0.0037 0.372
H 3.98431 4.58292 -1.93130 -0.0120 -0.0161 0.0107 0.323
O 2.30634 -6.66137 -1.93042 0.1062 0.0010 0.0238 -0.675
S 0.97713 -6.72788 -1.39387 -0.0585 -0.0173 -0.1132 1.236
O 0.49509 -8.00429 -0.95146 -0.0136 -0.0215 0.0850 -0.634
O -0.02479 -6.14752 -2.48973 -0.1088 -0.0261 0.0523 -0.231
C 0.09524 -6.65765 -3.83109 0.0572 0.0179 -0.2085 -0.413
C -0.51099 -8.03621 -3.99650 -0.0013 -0.0053 0.1021 -0.974
C 0.71823 -5.50808 -0.16803 0.0392 -0.0107 -0.0179 -0.977
H 1.14690 -6.64152 -4.12066 0.0144 -0.0139 0.0472 0.355
H -0.43236 -5.92414 -4.43774 -0.0235 0.0191 0.0293 0.270
H 0.04731 -8.78607 -3.43939 0.0174 0.0073 0.0041 0.296
H -0.50488 -8.30866 -5.05308 -0.0068 0.0176 -0.0146 0.380
H -1.53928 -8.04474 -3.63560 -0.0169 0.0049 -0.0280 0.260
H 1.06593 -4.54747 -0.53472 -0.0032 0.0004 0.0128 0.357
H 1.29481 -5.80439 0.70461 0.0143 0.0054 0.0062 0.393
H -0.33954 -5.47603 0.07875 -0.0025 0.0138 0.0219 0.319
```
Forces are in eV/Å.

Calculated values
* total energy: -2975.797241 Eh
* gap between HOMO and LUMO: 5.85 eV
* largest force on an atom: 0.019 Eh/bohr
* LUMO: 2.04 eV
* HOMO energy: -3.81 eV
* total charge: -1

=====

3.
Here is 2 unconnected molecules or ions with the total composition C9H17Cl3FN4OS at a distorted geometry from the Open Molecules 2025 dataset. Energies are from ωB97M-V with the def2-TZVPD basis set.

Geometry as XYZ:
```
36
Properties=species:S:1:pos:R:3:forces:R:3:mulliken_charge:R:1
C 3.04694 -0.02132 1.30089 -0.0089 -0.0929 0.1260 -1.510
C 1.79785 0.48624 0.62929 -0.0074 0.0974 -0.0029 0.639
F 0.86774 0.83381 1.64189 -0.0407 -0.0560 0.0542 -0.398
C 1.15898 -0.52041 -0.31648 0.0218 -0.1233 0.1441 -1.432
C -0.32628 -0.34739 -0.63604 0.5468 0.3239 -0.0325 1.020
N -0.60961 -1.09437 -1.81454 -0.1299 -0.3989 0.1144 -0.597
C -0.83016 1.09375 -0.83225 -0.1556 -0.0110 0.0521 -1.062
N -1.54413 1.47791 0.40031 0.0527 -0.3307 -0.0573 -0.433
C -1.96466 0.25887 0.91114 0.2253 0.3498 0.3293 0.562
N -3.04189 0.15603 1.66784 -0.1060 -0.0149 0.2401 -0.166
S -4.03165 1.47360 2.15632 0.0825 0.0438 -0.1205 -0.064
N -1.17826 -0.74935 0.57188 -0.7374 -0.3785 -0.9365 0.410
C -1.55718 -2.14355 0.72817 0.4001 -0.1569 0.1932 -0.671
C -1.76642 -2.48346 2.20383 -0.2168 0.0052 -0.2514 0.356
O -0.96201 -2.32970 3.04352 0.3088 0.0539 0.2599 -0.376
Cl -3.39065 -3.09737 2.55476 -0.0673 -0.1113 0.0299 -0.161
H 3.89875 0.02830 0.62227 -0.0231 -0.0527 -0.0076 0.295
H 2.92063 -1.04853 1.64704 0.0198 0.0173 -0.0328 0.377
H 3.25617 0.59836 2.17200 0.0871 0.0737 -0.0882 0.398
H 2.01876 1.41398 0.09788 -0.1583 0.0016 0.0934 0.239
H 1.70227 -0.46255 -1.26157 0.0123 -0.0309 0.0245 0.460
H 1.30824 -1.53451 0.07249 -0.0250 0.0268 0.0256 0.372
H -1.59530 -1.20426 -2.02070 0.0307 0.1384 -0.0924 0.272
H -0.15408 -1.99837 -1.84985 0.0413 0.0553 -0.0562 0.297
H -1.56961 1.06819 -1.63457 0.1087 0.1519 -0.0577 0.304
H -0.05911 1.81383 -1.09242 0.0516 -0.0727 0.0825 0.302
H -0.89370 1.87993 1.07690 -0.2332 0.2777 -0.0398 0.379
H -3.33041 -0.75106 2.01699 0.0414 0.0499 0.0097 0.168
H -3.18417 1.94889 3.07967 -0.0326 0.0203 0.1246 0.192
H -0.69529 -2.74643 0.43262 -0.0511 0.0044 -0.0813 0.427
H -2.40616 -2.43286 0.11043 -0.0898 0.0977 0.0949 0.377
C 2.47219 2.09798 -3.54139 -0.0056 0.0114 -0.0533 -0.194
Cl 3.45229 2.44722 -4.95483 0.0145 -0.0045 -0.0036 -0.137
Cl 3.46136 1.62326 -2.13767 0.0234 0.0365 -0.1043 -0.139
H 1.92132 2.99108 -3.27096 0.0161 0.0075 0.0089 0.276
H 1.80725 1.27426 -3.77484 0.0039 -0.0092 0.0115 0.216
```
Forces are in eV/Å.

Calculated values
* total energy: -2525.804100 Eh
* gap between HOMO and LUMO: 10.36 eV
* largest force on an atom: 0.024 Eh/bohr
* LUMO: -3.07 eV
* HOMO energy: -13.43 eV
* total charge: +1